<a>
{
  "formula": "C5H14N2O",
  "method": "ωB97M-V with the def2-TZVPD basis set",
  "lumo_ev": 0.9,
  "gap_ev": 8.997,
  "homo_ha": -0.29766,
  "smiles": "N/C=C\\O.CN(C)C",
  "elements": ["O", "N", "N", "C", "C", "C", "C", "C", "H", "H", "H", "H", "H", "H", "H", "H", "H", "H", "H", "H", "H", "H"],
  "coordinates": [[-2.84, 0.82, -0.76], [-1.35, -1.55, -0.96], [0.94, 0.21, -0.03], [-1.77, -1.05, 0.28], [1.13, -0.14, 1.47], [1.99, -0.46, -0.78], [1.07, 1.65, -0.23], [-2.33, 0.20, 0.37], [-1.89, -1.20, -1.74], [-1.66, -1.64, 1.18], [-2.81, 0.49, 1.30], [1.93, -1.54, -0.60], [2.05, 2.03, 0.07], [1.85, -0.29, -1.85], [0.37, 0.36, 2.06], [1.10, -1.21, 1.63], [-0.34, -1.53, -1.03], [3.00, -0.17, -0.49], [-3.80, 0.72, -0.73], [2.11, 0.24, 1.79], [0.32, 2.18, 0.35], [0.96, 1.87, -1.30]],
  "lowdin_charge": [-0.06, 0.04, -0.32, -0.21, -0.07, -0.15, -0.12, -0.20, 0.08, 0.10, 0.09, 0.08, 0.08, 0.08, 0.07, 0.07, 0.05, 0.08, 0.09, 0.07, 0.08, 0.08]
}

***

<b>
{
  "formula": "C5H14N2O",
  "method": "ωB97M-V with the def2-TZVPD basis set",
  "lumo_ev": [0.5, 0.4],
  "gap_ev": [7.418, 6.487],
  "homo_ha": [-0.25431, -0.22491],
  "elements": ["O", "N", "N", "C", "C", "C", "C", "C", "H", "H", "H", "H", "H", "H", "H", "H", "H", "H", "H", "H", "H", "H"],
  "coordinates": [[-0.57, -2.37, 2.13], [-0.39, 1.56, -1.15], [0.19, -0.52, -2.16], [1.87, 0.76, -0.94], [0.42, 0.42, -1.13], [-0.87, -0.58, 0.76], [-1.46, 0.51, 1.59], [0.43, -0.96, 0.81], [-0.53, -2.05, 3.04], [-1.54, -1.11, 0.09], [-0.78, 0.81, 2.39], [1.12, -0.48, 1.49], [0.80, -1.79, 0.24], [0.04, 2.38, -1.57], [-0.79, -0.74, -2.32], [-1.33, 1.42, -1.52], [2.01, 1.36, -0.04], [-2.40, 0.18, 2.03], [0.71, -1.38, -2.05], [2.49, -0.14, -0.86], [2.23, 1.33, -1.81], [-1.66, 1.39, 0.97]],
  "lowdin_charge": [-0.33, 0.07, 0.09, -0.06, -0.50, -0.23, -0.08, -0.06, -0.06, 0.12, 0.09, 0.10, 0.09, 0.09, 0.09, 0.09, 0.08, 0.09, 0.09, 0.08, 0.09, 0.06]
}

***

<c>
{
  "formula": "C5H14N2O",
  "method": "ωB97M-V with the def2-TZVPD basis set",
  "lumo_ev": [1.0, 1.0],
  "gap_ev": [7.603, 7.269],
  "homo_ha": [-0.24200, -0.23170],
  "elements": ["O", "N", "N", "C", "C", "C", "C", "C", "H", "H", "H", "H", "H", "H", "H", "H", "H", "H", "H", "H", "H", "H"],
  "coordinates": [[-0.90, 1.29, 0.38], [0.47, 0.56, 2.23], [2.66, -0.75, -0.28], [0.17, 1.45, 1.17], [-1.47, -1.13, 0.55], [-2.11, 0.38, -1.44], [1.54, -0.22, -1.05], [-1.38, 0.19, -0.14], [2.97, -1.64, -0.66], [1.12, -0.17, 1.94], [3.44, -0.11, -0.32], [1.79, 0.06, -2.09], [-2.04, 1.41, -1.76], [-2.50, -1.32, 0.87], [1.17, 0.69, -0.42], [-1.18, -1.94, -0.12], [0.33, 2.51, 1.35], [0.80, 1.04, 3.05], [0.77, -0.99, -1.11], [-0.83, -1.16, 1.43], [-1.68, -0.26, -2.22], [-3.16, 0.11, -1.35]],
  "lowdin_charge": [-0.02, 0.04, -0.07, -0.27, -0.05, -0.04, -0.19, -0.40, 0.05, 0.06, 0.06, 0.07, 0.08, 0.08, 0.07, 0.08, 0.10, 0.07, 0.06, 0.06, 0.08, 0.08]
}

***

So which one wins? Going from most stable to least: <a>, <c>, <b>.

***

<a>
{
  "formula": "C5H14N2O",
  "method": "ωB97M-V with the def2-TZVPD basis set",
  "lumo_ev": 1.0,
  "gap_ev": 9.963,
  "homo_ha": -0.32761,
  "smiles": "NCCNCCCO",
  "elements": ["O", "N", "N", "C", "C", "C", "C", "C", "H", "H", "H", "H", "H", "H", "H", "H", "H", "H", "H", "H", "H", "H"],
  "coordinates": [[-1.01, -0.93, -1.65], [-1.12, -1.16, 1.34], [0.76, 0.95, 0.95], [0.36, -1.37, 1.49], [-1.01, 0.39, -2.06], [1.01, 0.80, -0.53], [-0.07, 1.48, -1.36], [1.19, -0.11, 1.80], [-1.23, -0.11, 1.15], [1.04, 1.86, 1.16], [-0.60, 2.22, -0.72], [-1.03, -1.07, -0.73], [0.89, -0.30, -0.86], [-1.57, -1.43, 2.10], [0.31, 2.03, -2.25], [0.62, -1.58, 0.34], [2.35, -0.23, 1.69], [0.63, -2.13, 2.14], [2.02, 1.21, -0.80], [1.07, 0.12, 2.83], [-0.67, 0.43, -3.14], [-2.06, 0.76, -1.82]],
  "lowdin_charge": [-0.08, 0.02, -0.10, -0.22, -0.27, -0.21, -0.18, -0.26, 0.11, 0.09, 0.10, 0.00, 0.11, -0.01, 0.11, 0.12, 0.14, 0.08, 0.12, 0.09, 0.12, 0.12]
}

***

<b>
{
  "formula": "C5H14N2O",
  "method": "ωB97M-V with the def2-TZVPD basis set",
  "lumo_ev": 0.7,
  "gap_ev": 9.817,
  "homo_ha": -0.33418,
  "smiles": "C=NCC[C@H](C)N.O",
  "elements": ["O", "N", "N", "C", "C", "C", "C", "C", "H", "H", "H", "H", "H", "H", "H", "H", "H", "H", "H", "H", "H", "H"],
  "coordinates": [[-0.16, 1.51, 3.43], [0.34, 0.87, -1.82], [0.15, -2.07, -0.76], [0.02, -2.99, -1.65], [-0.54, 0.03, 0.37], [0.66, 0.70, -0.36], [1.26, 1.91, 0.48], [-1.03, -1.16, -0.42], [-0.34, -0.28, 1.38], [-0.64, 1.13, -1.98], [-0.67, 1.59, 4.28], [0.62, 2.80, 0.19], [-0.46, 0.64, 3.08], [0.48, -0.02, -2.28], [-1.40, 0.71, 0.30], [1.21, 1.74, 1.52], [0.87, -3.47, -2.11], [-1.86, -1.63, 0.07], [1.51, -0.10, -0.45], [-1.33, -0.82, -1.50], [2.30, 2.17, 0.32], [-0.97, -3.25, -2.05]],
  "lowdin_charge": [-0.09, 0.01, -0.04, -0.06, -0.20, -0.40, -0.05, -0.23, 0.09, 0.07, 0.06, 0.09, 0.03, 0.04, 0.12, 0.02, 0.06, 0.10, 0.14, 0.12, 0.06, 0.07]
}

***

<c>
{
  "formula": "C5H14N2O",
  "method": "ωB97M-V with the def2-TZVPD basis set",
  "lumo_ev": 0.9,
  "gap_ev": 8.513,
  "homo_ha": -0.28047,
  "elements": ["O", "N", "N", "C", "C", "C", "C", "C", "H", "H", "H", "H", "H", "H", "H", "H", "H", "H", "H", "H", "H", "H"],
  "coordinates": [[2.21, 1.16, -0.24], [2.71, -1.06, -0.40], [-0.25, 2.18, -0.09], [-2.33, 1.05, 0.51], [-0.83, 1.04, 0.41], [-0.52, -1.84, 0.10], [2.09, 0.01, 0.20], [-0.30, -0.54, -0.64], [0.47, -0.58, -1.41], [-2.71, 0.04, 0.67], [-1.35, -1.79, 0.81], [3.21, -0.86, -1.25], [-2.64, 1.67, 1.35], [2.99, -1.85, 0.16], [1.79, -0.20, 1.25], [0.80, 2.03, -0.21], [-2.78, 1.44, -0.41], [-0.34, 0.72, 1.33], [-0.68, 2.53, -0.94], [0.35, -2.14, 0.69], [-1.15, -0.34, -1.29], [-0.75, -2.67, -0.58]],
  "lowdin_charge": [-0.04, 0.12, 0.02, -0.08, -0.39, -0.16, -0.40, -0.20, 0.06, 0.07, 0.06, 0.11, 0.08, 0.10, 0.14, 0.06, 0.08, 0.10, 0.08, 0.04, 0.06, 0.07]
}

***

<d>
{
  "formula": "C5H14N2O",
  "method": "ωB97M-V with the def2-TZVPD basis set",
  "lumo_ev": 1.0,
  "gap_ev": 9.669,
  "homo_ha": -0.31966,
  "smiles": "CN[C@H](CN)[C@H](C)O",
  "elements": ["O", "N", "N", "C", "C", "C", "C", "C", "H", "H", "H", "H", "H", "H", "H", "H", "H", "H", "H", "H", "H", "H"],
  "coordinates": [[0.93, 1.40, -0.64], [0.54, -1.46, 1.00], [-1.02, -0.22, -2.12], [-0.33, -1.06, -1.15], [1.93, -1.01, 1.31], [-1.15, 1.93, 0.38], [0.06, 0.98, 0.44], [-0.33, -0.50, 0.33], [0.45, 1.12, -1.43], [0.20, -1.65, 1.94], [-1.37, -0.57, 0.66], [-2.01, -0.11, -1.95], [-1.84, 1.69, -0.43], [2.22, -0.33, 0.51], [0.64, 1.23, 1.33], [-1.75, 1.81, 1.30], [2.05, -0.57, 2.30], [-0.82, 2.96, 0.46], [0.63, -1.40, -1.50], [-0.83, -2.01, -0.96], [2.54, -1.92, 1.31], [-0.77, -0.30, -3.08]],
  "lowdin_charge": [-0.07, -0.09, 0.01, -0.22, -0.10, -0.06, -0.38, -0.30, 0.05, 0.09, 0.14, 0.08, 0.06, 0.08, 0.13, 0.08, 0.07, 0.08, 0.12, 0.10, 0.07, 0.07]
}

***

So which one wins? Going from most stable to least: <d>, <c>, <b>, <a>.

***

<a>
{
  "formula": "C5H14N2O",
  "method": "ωB97M-V with the def2-TZVPD basis set",
  "lumo_ev": 1.0,
  "gap_ev": 9.757,
  "homo_ha": -0.32353,
  "smiles": "COC(C)(C)N(C)N",
  "elements": ["O", "N", "N", "C", "C", "C", "C", "C", "H", "H", "H", "H", "H", "H", "H", "H", "H", "H", "H", "H", "H", "H"],
  "coordinates": [[0.82, 0.88, 1.01], [-0.83, -1.28, -1.57], [0.22, -0.71, -0.73], [-0.26, 0.29, 0.26], [-1.20, -0.30, 1.33], [1.89, 1.43, 0.27], [0.98, -1.82, -0.14], [-1.02, 1.44, -0.44], [0.37, -2.43, 0.54], [1.61, 1.77, -0.73], [2.29, 2.28, 0.82], [1.35, -2.49, -0.93], [-1.63, -1.62, -1.03], [-1.18, -0.59, -2.24], [2.69, 0.69, 0.18], [1.86, -1.46, 0.40], [-2.00, 1.11, -0.83], [-0.70, -1.06, 1.94], [-1.20, 2.27, 0.25], [-1.51, 0.48, 2.03], [-2.11, -0.74, 0.90], [-0.46, 1.86, -1.28]],
  "lowdin_charge": [-0.15, 0.04, -0.19, -0.57, -0.02, -0.10, -0.09, -0.03, 0.07, 0.08, 0.09, 0.08, 0.07, 0.08, 0.08, 0.08, 0.08, 0.08, 0.09, 0.09, 0.07, 0.07]
}

***

<b>
{
  "formula": "C5H14N2O",
  "method": "ωB97M-V with the def2-TZVPD basis set",
  "lumo_ev": 0.5,
  "gap_ev": 7.298,
  "homo_ha": -0.25141,
  "elements": ["O", "N", "N", "C", "C", "C", "C", "C", "H", "H", "H", "H", "H", "H", "H", "H", "H", "H", "H", "H", "H", "H"],
  "coordinates": [[0.40, -0.55, -0.19], [2.00, 1.42, -0.11], [-0.31, 0.12, -2.66], [-1.18, -2.02, 1.84], [-0.77, 0.00, 0.32], [-1.05, -0.49, 1.75], [0.82, 0.35, -1.84], [1.14, 1.57, -1.28], [-1.99, -0.07, 2.06], [-1.65, -0.25, -0.32], [-1.97, -2.38, 1.21], [1.93, 0.41, 0.13], [-1.38, -2.35, 2.87], [2.99, 1.69, -0.28], [-0.24, -2.53, 1.50], [-0.72, 1.14, 0.29], [1.61, 1.93, 0.72], [-1.04, 0.82, -2.51], [1.57, -0.41, -1.96], [0.76, 2.55, -1.43], [-0.64, -0.82, -2.50], [-0.27, -0.13, 2.37]],
  "lowdin_charge": [-0.30, 0.10, 0.07, -0.12, -0.38, -0.25, -0.29, -0.23, 0.09, 0.10, 0.05, 0.13, 0.06, 0.15, 0.08, 0.11, 0.17, 0.09, 0.11, 0.07, 0.09, 0.08]
}

***

<c>
{
  "formula": "C5H14N2O",
  "method": "ωB97M-V with the def2-TZVPD basis set",
  "lumo_ev": 0.9,
  "gap_ev": 9.889,
  "homo_ha": -0.32857,
  "smiles": "CNCC[C@H](N)CO",
  "elements": ["O", "N", "N", "C", "C", "C", "C", "C", "H", "H", "H", "H", "H", "H", "H", "H", "H", "H", "H", "H", "H", "H"],
  "coordinates": [[-1.01, 1.53, 1.93], [0.91, -1.99, 0.07], [-0.28, 2.55, -1.53], [0.42, -3.22, 0.72], [-0.18, -1.00, -0.18], [0.45, 0.32, -0.65], [-0.28, 2.23, 0.88], [-0.47, 1.56, -0.47], [-0.79, -1.33, -1.02], [-0.65, -0.95, 0.79], [0.90, -3.31, 1.70], [0.67, 2.64, -1.84], [1.31, -2.23, -0.82], [-0.63, -3.19, 0.91], [-0.76, 3.22, 0.85], [-0.90, 2.38, -2.31], [0.68, -4.12, 0.18], [-0.71, 0.61, 1.97], [-1.51, 1.25, -0.48], [1.44, 0.46, -0.19], [0.67, 0.26, -1.72], [0.74, 2.32, 1.23]],
  "lowdin_charge": [-0.09, -0.13, 0.03, -0.14, -0.23, -0.16, -0.20, -0.39, 0.12, 0.09, 0.07, 0.07, 0.09, 0.06, 0.12, 0.07, 0.07, 0.06, 0.14, 0.12, 0.10, 0.11]
}

***

<d>
{
  "formula": "C5H14N2O",
  "method": "ωB97M-V with the def2-TZVPD basis set",
  "lumo_ev": 0.8,
  "gap_ev": 8.874,
  "homo_ha": -0.29622,
  "smiles": "C[C@H](N)C/C=C/N.O",
  "elements": ["O", "N", "N", "C", "C", "C", "C", "C", "H", "H", "H", "H", "H", "H", "H", "H", "H", "H", "H", "H", "H", "H"],
  "coordinates": [[2.78, -1.79, 0.53], [1.02, 2.37, -0.73], [-1.77, -2.70, 0.36], [-0.20, 1.36, 1.21], [0.49, 1.13, -0.16], [-1.33, -0.61, -0.79], [-0.99, -1.57, 0.07], [-0.44, 0.52, -1.21], [-2.74, -2.61, 0.09], [1.35, 0.47, -0.04], [0.17, 0.29, -2.09], [-1.21, 1.71, 1.01], [-1.06, 1.36, -1.57], [-2.30, -0.73, -1.26], [3.04, -0.87, 0.45], [-0.30, 0.42, 1.75], [0.36, 2.11, 1.76], [-1.75, -2.96, 1.34], [1.73, 2.77, -0.12], [2.87, -2.17, -0.35], [0.30, 3.10, -0.76], [0.00, -1.59, 0.52]],
  "lowdin_charge": [-0.05, 0.01, 0.03, -0.06, -0.47, -0.12, -0.23, -0.19, 0.08, 0.10, 0.11, 0.08, 0.11, 0.10, 0.02, 0.06, 0.07, 0.08, 0.06, 0.04, 0.07, 0.10]
}

***

So which one wins? Going from most stable to least: <d>, <c>, <a>, <b>.